[1]
Density functional theory data (the ωB97M-V functional and the def2-TZVPD basis) for one molecule with the formula C4H9NO.

Cartesian coordinates (Å):
C -2.0237 0.2307 -0.0124
N -0.8430 -0.5118 -0.4761
C 0.3048 -0.1486 0.2807
C 1.5867 -0.9493 -0.0406
O 2.3354 0.2588 -0.1215
C 1.1311 1.0575 -0.1893
H -2.9740 -0.1212 -0.4699
H -2.1338 0.2322 1.1373
H -1.8780 1.2862 -0.2424
H -1.0363 -1.4684 -0.2690
H 0.0823 -0.0909 1.3695
H 1.4869 -1.4414 -1.0075
H 1.9525 -1.6742 0.7203
H 0.8686 1.4275 -1.1923
H 1.1406 1.9129 0.5130

Results
Energy   -287.7394 hartree
SMILES string   CNC1COC1
HOMO   -9.359 eV
HOMO-LUMO gap   10.42 eV
ΔE to the lowest compared entry with this formula, charge and spin   2.533 eV



[2]
Density functional theory data (the ωB97M-V functional and the def2-TZVPD basis) for one molecule with the formula C4H9NO.

Cartesian coordinates (Å):
C -0.6060 -0.1827 2.6632
N -1.1259 -0.5486 1.5655
C -0.1257 -1.1813 0.7146
O -0.0257 -0.8114 -0.6219
C -0.1416 0.5549 -0.9807
C 0.8330 0.8516 -2.1098
H 0.4821 -0.0661 2.7819
H -1.2112 -0.0198 3.5499
H -0.4278 -2.2325 0.6972
H 0.8396 -1.1358 1.2567
H 0.0437 1.2165 -0.1242
H -1.1727 0.7330 -1.3113
H 1.8678 0.7525 -1.7678
H 0.6816 0.1555 -2.9413
H 0.6854 1.8706 -2.4858

Results
Energy   -287.7427 hartree
SMILES string   C=NCOCC
HOMO   -9.526 eV
HOMO-LUMO gap   10.57 eV
ΔE to the lowest compared entry with this formula, charge and spin   2.442 eV



[3]
Density functional theory data (the ωB97M-V functional and the def2-TZVPD basis) for one molecule with the formula C4H9NO.

Cartesian coordinates (Å):
C -0.7728 -0.5865 1.0766
C 0.2702 -0.0066 0.0623
O -0.3389 0.3803 -1.5367
N -1.7073 0.3428 -1.8316
C 1.3406 0.8506 0.4630
C 1.7002 -0.3563 -0.1763
H -0.2917 -1.1730 1.9148
H -1.3333 -1.3609 0.6063
H -1.4170 0.2732 1.3987
H -2.1449 1.0129 -1.1674
H -2.1289 -0.5162 -1.4061
H 1.2438 0.9028 1.6090
H 1.4521 1.7793 -0.0751
H 1.9436 -0.2444 -1.2038
H 2.1843 -1.2979 0.2663

Results
Energy   -287.6348 hartree
SMILES string   CC1(ON)CC1
HOMO   -9.284 eV
HOMO-LUMO gap   10.16 eV
ΔE to the lowest compared entry with this formula, charge and spin   5.377 eV



[4]
Density functional theory data (the ωB97M-V functional and the def2-TZVPD basis) for one molecule with the formula C4H9NO.

Cartesian coordinates (Å):
C -0.8735 -0.4781 -1.8946
C -0.8733 -0.6181 -0.5733
N -0.1527 0.1650 0.3669
C 0.6472 -0.6992 1.5330
C 0.6089 1.2978 -0.1597
O -1.0082 0.5524 1.4129
H -0.2452 0.2199 -2.4260
H -1.4743 -1.1395 -2.4986
H -1.5135 -1.3340 -0.0778
H 1.5789 -0.9293 1.0080
H 0.8727 -0.1810 2.4629
H 0.0661 -1.6041 1.6745
H 1.1297 1.7750 0.6690
H 1.3274 0.9553 -0.9068
H -0.0903 2.0178 -0.5904

Results
Energy   -287.6318 hartree
SMILES string   C=C[N+](C)(C)[O-]
HOMO   -7.752 eV
HOMO-LUMO gap   8.63 eV
ΔE to the lowest compared entry with this formula, charge and spin   5.460 eV



[5]
Density functional theory data (the ωB97M-V functional and the def2-TZVPD basis) for one molecule with the formula C4H9NO.

Cartesian coordinates (Å):
C -1.8820 -1.1030 0.0959
C -0.8947 -0.0137 -0.3798
C -1.3897 1.2956 0.0953
C 0.4010 -0.1678 0.1842
N 1.4431 0.0219 -0.5068
O 2.6396 -0.1026 0.1166
H -2.8849 -0.9646 -0.3742
H -1.3792 -2.0327 0.0016
H -2.0762 -0.9351 1.1337
H -0.8249 -0.0879 -1.5100
H -2.5143 1.4669 -0.0274
H -0.7640 2.1161 -0.2130
H -1.0805 1.3194 1.2417
H 0.4319 -0.2194 1.3250
H 2.4661 -0.0615 1.0637

Results
Energy   -287.7106 hartree
SMILES string   CC(C)/C=N/O
HOMO   -9.782 eV
HOMO-LUMO gap   10.74 eV
ΔE to the lowest compared entry with this formula, charge and spin   3.316 eV



[6]
Density functional theory data (the ωB97M-V functional and the def2-TZVPD basis) for C4H9NO as an isolated structure.

Cartesian coordinates (Å):
C 1.4044 -0.4411 -0.3885
C 0.8612 1.0175 -0.9537
C -0.6556 1.0351 -0.7549
C -1.4483 -1.1816 1.8757
H 1.7317 -0.4156 0.8335
H 0.6634 -1.6126 -0.5156
H 2.4026 -0.6614 -1.2252
H 1.4308 1.7674 -0.5939
H 1.1897 0.7651 -2.2173
H -1.0149 0.3051 -1.3434
H -0.7785 2.2267 -0.5840
H -2.0233 -2.1750 1.4960
H -0.8540 -0.9893 3.1407
N -1.7653 -0.4038 0.5792
O -1.1437 0.7634 0.6515

Results
Energy   -287.4303 hartree
HOMO   -8.683 eV
HOMO-LUMO gap   9.15 eV
ΔE to the lowest compared entry with this formula, charge and spin   10.943 eV



[7]
Density functional theory data (the ωB97M-V functional and the def2-TZVPD basis) for a 2-piece molecular cluster, C4H9NO overall.

Cartesian coordinates (Å):
C -1.4344 -1.7372 0.0450
O -0.4980 -0.8396 0.2284
C -0.6295 0.4418 0.3604
C 0.5919 1.2606 0.4513
C 1.8973 0.6600 0.8294
N 1.6755 1.1279 -0.5339
H -1.0751 -2.7549 0.0360
H -1.7487 -0.5355 -1.8355
H -2.4613 -1.4638 0.2626
H -1.6251 0.8420 0.5277
H -1.5436 0.1970 -1.7998
H 0.3910 2.2906 0.7373
H 1.9110 -0.4113 1.0217
H 2.6144 1.2392 1.4067
H 1.4704 0.3399 -1.1455

Results
Energy   -287.6028 hartree
HOMO (alpha / beta)   -7.532 / -7.246 eV
HOMO-LUMO gap (alpha / beta)   8.16 / 7.86 eV
ΔE to the lowest compared entry with this formula, charge and spin   6.249 eV



[8]
Density functional theory data (the ωB97M-V functional and the def2-TZVPD basis) for C4H9NO as an isolated structure.

Cartesian coordinates (Å):
C 0.1546 0.8193 -0.0871
C 0.2766 1.2984 -1.4909
C -0.5613 -0.7791 1.7881
C -0.0232 -0.5382 0.3986
O -1.0510 -1.0784 -0.6139
N 1.3561 -0.5503 0.2551
H -0.6402 -1.8364 -1.0504
H -0.0385 1.6098 0.6363
H 1.6651 -0.7297 -0.6980
H 1.0796 2.0368 -1.5613
H 0.4800 0.4780 -2.1760
H -0.6495 1.7928 -1.7892
H -1.6036 -0.4695 1.8510
H 0.0161 -0.2153 2.5186
H -0.4608 -1.8382 2.0192

Results
Energy   -287.7094 hartree
HOMO   -8.984 eV
HOMO-LUMO gap   9.93 eV
ΔE to the lowest compared entry with this formula, charge and spin   3.348 eV